1.
The following is a DFT calculation (the ωB97M-V functional and the def2-TZVPD basis) of C31H28Br5N7O6SSr as an isolated structure.

Structure (XYZ):
```
79
Properties=species:S:1:pos:R:3:forces:R:3
Sr 0.7045 -1.3449 -0.0947 0.4063 1.1846 -0.9624
Br -1.9791 -7.9110 1.0293 0.0011 0.0481 0.0122
C -1.6363 -6.0574 1.1771 0.2394 0.1148 -0.1978
C -2.4050 -5.2543 1.9971 0.0640 0.3106 0.0334
Br -3.8230 -5.9738 3.0191 0.0384 0.0207 -0.0269
C -2.1213 -3.8734 2.0613 -0.0243 -0.0590 -0.0482
Br -3.1484 -2.6793 3.1181 -0.0581 -0.0621 0.0354
C -1.0928 -3.2823 1.3373 0.0761 0.6300 -0.0157
O -0.8415 -1.9732 1.3367 -1.2174 -1.4615 1.0417
C -0.2618 -4.1235 0.5162 0.4240 0.1378 -0.2974
O 0.7394 -3.5532 -0.1429 -0.8363 -1.9257 0.4274
C -0.5816 -5.4783 0.4397 0.0199 0.0400 0.0840
Br 0.5056 -6.5041 -0.7328 -0.0472 -0.0087 0.0456
Br -0.8446 3.7783 5.6749 -0.0445 0.0398 0.0020
C 0.0197 2.5550 4.5174 0.0042 -0.0064 -0.0616
C -0.6586 1.4304 4.0794 -0.0118 -0.1579 -0.0996
C -0.0300 0.5473 3.2092 -0.2423 -0.1460 -0.0115
C 1.2733 0.7966 2.7999 0.1565 -0.3253 -0.4179
C 1.9337 1.9437 3.2252 0.1029 0.1468 0.0386
C 1.3106 2.8268 4.0954 0.0707 -0.0323 -0.0841
N 1.8793 -0.1254 1.8730 -0.0719 0.7388 0.5627
C 3.1193 -0.3496 1.9720 0.4278 -0.3459 -0.1601
C 3.8419 -1.2573 1.0291 -0.3520 0.3310 0.0957
C 5.1693 -1.5581 1.2515 0.2937 -0.1222 0.1506
C 5.8026 -2.4575 0.4012 0.1167 0.0595 0.1167
C 5.0854 -3.0085 -0.6405 -0.0160 -0.0393 -0.1003
C 3.7613 -2.6224 -0.8132 -0.0838 0.1310 0.1742
N 3.1510 -1.7584 -0.0043 1.1326 -0.2183 0.0246
H -1.6762 1.2437 4.3965 0.0441 0.0068 -0.0160
H -0.5470 -0.3425 2.8421 0.0866 0.1317 0.0707
H 2.9257 2.1736 2.8522 -0.0425 0.0016 0.0359
H 1.8163 3.7252 4.4252 -0.0133 -0.0404 -0.0146
H 3.7141 0.0838 2.7785 0.0965 -0.0371 0.0180
H 5.6923 -1.1143 2.0911 -0.0215 -0.0498 -0.0554
H 6.8404 -2.7273 0.5625 -0.0830 0.0278 -0.0081
H 5.5316 -3.7271 -1.3166 -0.0330 0.0560 0.0446
H 3.1663 -3.0324 -1.6216 -0.0012 0.0273 0.0783
C -0.7525 4.7735 1.4302 -0.1483 0.0563 -0.0561
C -2.1830 5.0759 1.8789 0.2219 0.1690 0.1344
S -3.3662 3.8491 1.4216 -0.0249 -0.0827 0.0814
O -2.7792 2.5432 1.6177 -0.1344 0.1287 0.1857
O -4.6223 4.1880 2.0427 0.2121 -0.1471 -0.0706
C -3.5362 4.1141 -0.3339 -0.0678 0.0430 -0.1924
C -3.4835 2.8518 -1.1792 0.1710 -0.1403 -0.0393
N -2.1927 2.1514 -1.1835 -0.1923 0.2766 0.1421
C -1.9480 0.9567 -0.5982 0.1488 -0.2526 0.0004
N -0.6472 0.6436 -0.6731 -0.9955 1.1787 -0.2276
C -0.0412 1.6865 -1.3024 0.4518 -0.3296 0.1989
C -0.9644 2.6211 -1.6147 -0.2497 0.4289 -0.5119
N -0.7516 3.8108 -2.3861 -0.1151 -0.0240 0.7986
O -1.7221 4.5013 -2.6486 -0.2224 0.0443 -0.2940
O 0.3911 4.0950 -2.6688 0.2759 -0.1467 -0.1942
C -2.9941 0.0734 -0.0072 0.1933 -0.1031 -0.0670
H -0.0614 5.4166 1.9748 -0.0121 0.0171 -0.0309
H -0.6132 4.9693 0.3612 -0.0369 -0.0338 0.1252
H -0.4807 3.7374 1.6333 -0.0676 -0.0048 0.0526
H -2.5683 6.0135 1.4648 0.0724 -0.0452 0.1615
H -2.2901 5.1125 2.9660 0.1325 0.0301 -0.0014
H -2.7786 4.8306 -0.6558 -0.1017 -0.0850 0.0461
H -4.5199 4.5748 -0.4416 0.0848 0.0113 -0.1153
H -3.7169 3.1346 -2.1954 -0.0760 0.0118 -0.2390
H -4.2229 2.1335 -0.8485 -0.0709 -0.0852 0.0510
H 1.0215 1.7316 -1.5027 -0.1371 -0.0346 0.0093
H -3.7601 0.6405 0.5133 0.0533 -0.0104 0.0166
H -2.5214 -0.6161 0.7003 0.0051 0.0600 -0.0966
H -3.4615 -0.5238 -0.7965 0.0255 0.0272 0.0268
N 1.5533 -2.7284 -6.7031 0.0039 0.0464 0.2634
C 1.3080 -2.3558 -5.4127 0.0266 -0.0759 -0.2792
C 1.2235 -3.2946 -4.3809 -0.0096 -0.0771 0.0806
C 0.9767 -2.8714 -3.0913 -0.1429 0.1453 0.0852
N 0.8069 -1.5747 -2.7434 0.1585 -0.2621 -0.7188
C 0.8817 -0.6902 -3.7520 -0.0174 -0.0540 0.2645
C 1.1263 -1.0133 -5.0668 -0.0136 0.0654 -0.0381
H 1.6470 -3.6945 -6.9477 -0.0129 -0.0666 -0.0055
H 1.5777 -2.0519 -7.4404 -0.0170 0.0481 -0.0234
H 1.3351 -4.3545 -4.5817 -0.0026 0.0665 0.0142
H 0.8929 -3.5975 -2.2775 0.0242 0.1829 -0.1207
H 0.7322 0.3550 -3.4941 0.0057 -0.0826 0.0265
H 1.1692 -0.2332 -5.8184 -0.0001 -0.0413 0.0425
```
Positions in Å, forces in eV/Å.

Computed properties:
* total energy: -417201.039 eV
* E_HOMO: -6.300 eV
* total charge: 0
* orbital gap: 5.298 eV

Löwdin population analysis, charges in e, atoms 1 to 2:
1. Sr 1.515
2. Br 0.680



2.
The following is a DFT calculation (the ωB97M-V functional and the def2-TZVPD basis) of C31H28GeN7O2PdS as an isolated structure.

Structure (XYZ):
```
71
Properties=species:S:1:pos:R:3:forces:R:3
Pd -1.3813 1.7901 0.1072 1.9337 -0.9778 1.4518
N 1.5865 4.9492 1.5564 -0.0555 0.0349 -0.2616
C 0.7902 4.5803 0.5419 0.0903 0.1275 0.0149
N 0.0297 3.5930 0.9400 -0.3485 -0.5719 0.0461
C 0.4087 3.3856 2.2306 0.1244 0.2750 -0.2780
N 1.3551 4.2006 2.6383 -0.0773 -0.1626 0.2207
C -0.2344 2.3889 3.0748 0.0562 -0.1413 0.3027
C 0.0256 2.3183 4.4448 -0.0761 -0.0740 -0.1317
N -0.5806 1.4332 5.2172 0.0182 0.0287 0.1214
C -1.4731 0.6340 4.6445 0.0608 0.0002 -0.0444
C -1.7482 0.7072 3.2875 -0.0832 -0.0913 0.0522
N -1.1126 1.5695 2.5017 -0.1234 0.0502 -0.3174
H 2.2857 5.6719 1.5882 0.0217 0.0483 -0.0305
H 0.7875 5.0427 -0.4303 0.0381 0.0107 0.0135
H 0.7274 2.9996 4.9083 0.0356 -0.0113 -0.0464
H -1.9736 -0.0800 5.2867 -0.0539 -0.0076 -0.0768
H -2.5011 0.0736 2.8340 0.0533 -0.0311 -0.0254
S -3.5803 2.6358 0.6400 -0.2305 0.0898 -0.0586
C -2.9890 3.0523 -0.9005 -1.2801 1.1018 -0.5914
N -3.6161 2.5435 -2.0144 0.3726 0.1151 0.0217
C -3.2956 2.9338 -3.2679 -0.0026 -0.0146 -0.0463
C -2.3478 3.8862 -3.4488 0.1293 0.0331 0.0038
C -1.7496 4.4077 -2.2846 -0.2315 -0.1885 -0.0926
N -2.0679 4.0360 -1.0691 -0.1472 0.3681 -0.3565
H -4.3321 1.8488 -1.8595 -0.0092 -0.0756 0.0321
H -3.8368 2.4685 -4.0790 -0.0139 -0.0595 0.0405
H -2.0619 4.2165 -4.4343 -0.0269 0.0089 0.0022
H -0.9881 5.1761 -2.3682 -0.0323 0.0308 -0.0088
O -0.4542 1.7181 -2.0062 -0.2151 0.2622 0.1481
C 0.5904 1.2699 -1.4695 0.4315 -0.3736 -0.2032
O 0.6219 1.0203 -0.2279 -0.2204 0.3131 0.1993
C 1.8140 0.8662 -2.2438 -0.1649 -0.2387 -0.0639
C 1.8239 -0.6810 -2.3365 -0.1140 0.1974 0.4584
Ge 1.0614 -1.6896 -0.7707 0.3355 -0.7767 -0.0747
C 1.8046 -1.4566 1.0475 -0.2749 0.3449 -0.5934
C 1.0608 -1.7177 2.1936 -0.0193 -0.0548 -0.0151
C 1.6198 -1.5384 3.4527 -0.0535 -0.0231 0.0676
C 2.9298 -1.1005 3.5808 0.0059 -0.0256 -0.0244
C 3.6871 -0.8638 2.4420 0.0686 -0.0100 -0.0075
C 3.1256 -1.0412 1.1859 -0.0208 0.0683 -0.0299
C -0.9133 -1.4818 -0.9521 0.2756 0.2073 0.1949
C -1.4686 -1.9458 -2.1389 0.1642 -0.0524 0.0564
C -2.8211 -1.7930 -2.4200 -0.0958 0.0964 0.0200
C -3.6546 -1.1832 -1.4960 -0.0566 -0.0022 -0.1523
C -3.1333 -0.7338 -0.2919 0.1423 0.0993 0.2708
C -1.7657 -0.8520 -0.0234 -0.0237 -0.4562 -0.1975
C 1.4830 -3.6014 -1.1403 -0.3589 0.6808 -0.0064
C 0.5937 -4.5952 -0.7408 0.0172 -0.0631 -0.0379
C 0.9158 -5.9368 -0.8957 -0.0650 0.0135 0.0373
C 2.1354 -6.2952 -1.4508 0.0336 -0.0329 0.0160
C 3.0275 -5.3126 -1.8540 0.0681 0.0462 -0.0292
C 2.7033 -3.9715 -1.6970 -0.0346 -0.0574 -0.0146
H 2.6870 1.2193 -1.6942 -0.0170 -0.0208 0.0155
H 1.8062 1.3196 -3.2340 0.0157 -0.0051 -0.0144
H 2.8280 -1.0353 -2.5636 0.0131 -0.0236 0.0482
H 1.1899 -0.9854 -3.1718 -0.0047 -0.0928 0.0204
H 0.0488 -2.1020 2.1151 -0.0291 0.0466 0.0034
H 1.0374 -1.7588 4.3392 -0.0089 0.0066 -0.0020
H 3.3651 -0.9694 4.5630 -0.0036 0.0104 -0.0098
H 4.7198 -0.5503 2.5307 -0.0151 0.0118 0.0149
H 3.7267 -0.8547 0.3014 0.0269 0.0361 0.0411
H -0.8352 -2.4674 -2.8488 -0.0331 0.0234 -0.0499
H -3.2279 -2.1645 -3.3518 0.0178 -0.0281 0.0002
H -4.7162 -1.0960 -1.6933 -0.0073 -0.0202 0.0113
H -3.7991 -0.3250 0.4577 0.0193 0.0421 -0.0034
H -1.3858 -0.6151 0.9653 0.0465 0.0434 -0.0196
H -0.3618 -4.3210 -0.3043 -0.0041 -0.0456 -0.0099
H 0.2149 -6.7001 -0.5814 0.0230 -0.0074 0.0004
H 2.3962 -7.3399 -1.5596 -0.0201 0.0041 -0.0323
H 3.9791 -5.5869 -2.2921 -0.0090 -0.0250 0.0203
H 3.4131 -3.2138 -2.0105 0.0230 -0.0345 -0.0103
```
Positions in Å, forces in eV/Å.

Computed properties:
* ⟨S²⟩: 2.009
* total energy: -117951.899 eV
* E_HOMO (alpha / beta): -10.839 / -10.838 eV
* total charge: +1
* orbital gap (alpha / beta): 7.578 / 6.287 eV
* spin multiplicity: 3

Löwdin population analysis, charges in e, atoms 1 to 2:
1. Pd 0.955
2. N 0.048



3.
The following is a DFT calculation (the ωB97M-V functional and the def2-TZVPD basis) of C31H28O8ReS5Sb as an isolated structure.

Structure (XYZ):
```
74
Properties=species:S:1:pos:R:3:forces:R:3
Re 0.8652 -2.3867 0.0729 -0.7692 4.1141 -3.7806
C -1.5418 3.5951 -1.9639 0.2577 -0.5685 0.1901
C -1.3797 2.0835 -1.8349 -0.5332 0.4141 -0.3285
C -2.2344 1.3469 -2.8714 0.3313 0.0785 0.3975
O -1.7392 1.6849 -0.5077 -0.1342 0.1286 -0.2536
C -0.7094 0.9019 0.0416 0.4199 -0.1104 0.1583
C 0.2117 0.6135 -1.1748 -0.0717 -0.6112 0.3767
O -0.0161 1.7404 -1.9813 0.1018 0.0328 0.0080
C 1.7118 0.4755 -0.7805 -0.1730 0.9763 -0.8547
O 1.8734 -0.6942 -0.0325 -0.8449 -2.1924 0.4572
C 2.0601 1.6793 0.1008 0.1461 -0.2918 0.1788
C 2.1369 2.9536 -0.4477 -0.0009 -0.0539 0.0805
C 2.3434 4.0458 0.3778 -0.0362 0.0526 -0.1407
C 2.4973 3.8788 1.7425 -0.0174 -0.0101 0.1072
C 2.4513 2.6067 2.2834 -0.0297 0.0310 0.1228
C 2.2234 1.5112 1.4701 0.0775 -0.0834 -0.1953
C 2.6893 0.4268 -1.9568 -0.1421 -0.1064 0.2194
C 2.3284 0.3753 -3.2934 0.0338 0.0886 0.1425
C 3.3154 0.3252 -4.2684 -0.0071 -0.0497 -0.1354
C 4.6552 0.3152 -3.9216 -0.0331 -0.0040 -0.0956
C 5.0173 0.3488 -2.5846 -0.0131 0.0291 0.1654
C 4.0380 0.4058 -1.6107 0.0392 -0.0597 -0.1450
C -1.2892 -0.3203 0.8483 -0.9842 1.8485 0.8188
O -0.6004 -1.4642 0.5240 0.6635 -1.5602 -0.5323
C -2.7744 -0.5207 0.5547 0.2274 -0.4622 -0.1500
C -3.1481 -1.5465 -0.3015 0.1207 0.1529 0.0918
C -4.4899 -1.8138 -0.5122 -0.1149 -0.0328 -0.1112
C -5.4579 -1.0374 0.1027 -0.0165 -0.1160 -0.0273
C -5.0822 0.0086 0.9293 0.0957 0.0789 0.0886
C -3.7419 0.2589 1.1697 0.0202 -0.0221 -0.1227
C -1.0939 -0.1820 2.3676 0.0743 -0.1148 -0.0225
C -0.8968 1.0105 3.0484 -0.1206 -0.0726 -0.1290
C -0.6756 0.9978 4.4177 0.0246 0.0703 0.1017
C -0.6476 -0.1951 5.1185 -0.0075 0.0465 0.0485
C -0.8792 -1.3845 4.4471 -0.0535 -0.0621 -0.0542
C -1.1104 -1.3752 3.0849 -0.0582 0.0927 0.1591
H -2.5867 3.8497 -1.8225 -0.1210 0.0833 -0.0232
H -1.2060 3.9221 -2.9419 -0.0217 0.0404 -0.1757
H -0.9424 4.0842 -1.2047 0.0858 0.0959 0.1608
H -3.2880 1.5199 -2.6779 -0.1293 0.0068 0.0424
H -2.0404 0.2789 -2.8302 -0.0426 -0.1736 0.0148
H -1.9821 1.7124 -3.8630 0.0017 0.0286 -0.1103
H -0.1395 1.5139 0.7503 -0.1709 -0.1436 -0.1764
H -0.1069 -0.3062 -1.6946 0.0698 0.1898 0.0393
H 2.0091 3.0866 -1.5097 0.0415 0.0417 -0.1176
H 2.3736 5.0361 -0.0467 0.0393 0.1559 -0.0942
H 2.6421 4.7347 2.3837 0.0620 0.0977 0.0483
H 2.5712 2.4662 3.3456 0.0260 -0.0322 0.1679
H 2.1588 0.5160 1.8840 0.0232 -0.0261 0.1193
H 1.2921 0.4231 -3.5854 -0.1478 -0.0488 -0.0313
H 3.0243 0.2962 -5.3080 0.0071 0.0095 -0.1023
H 5.4182 0.2892 -4.6859 0.0190 -0.0227 -0.0794
H 6.0592 0.3473 -2.2963 0.0500 -0.0228 -0.0155
H 4.3099 0.4385 -0.5668 0.0700 0.0242 0.1230
H -2.3743 -2.1356 -0.7774 -0.1490 -0.1490 -0.0522
H -4.7800 -2.6359 -1.1483 -0.0224 -0.0767 -0.0880
H -6.5047 -1.2607 -0.0413 -0.0731 0.0054 -0.0671
H -5.8371 0.6170 1.4048 -0.0419 0.0558 0.0589
H -3.4394 1.0569 1.8282 -0.0312 0.1193 0.1287
H -0.9319 1.9613 2.5401 0.0687 0.1143 -0.1381
H -0.5130 1.9339 4.9327 -0.0019 0.0550 0.0429
H -0.4577 -0.2001 6.1828 0.0108 0.0214 0.0336
H -0.8757 -2.3257 4.9761 0.0006 -0.0589 0.0796
H -1.3028 -2.3037 2.5666 0.0051 -0.0733 0.0535
S -0.4784 -8.1300 -1.3628 0.8332 0.2733 -0.4516
Sb 0.8374 -6.2487 -0.3267 -1.5045 -2.0896 -1.4932
S 0.4834 -2.8934 -2.1049 0.7230 0.6446 1.5826
S -0.1481 -4.8222 -2.1905 -0.1920 -0.5436 -0.1075
S -1.2366 -7.2541 0.3578 0.0877 0.6095 0.5795
O 2.1985 -3.8299 0.2250 1.3760 0.3400 -0.5340
S 1.4546 -4.0780 1.5431 0.1238 -3.5786 3.0236
O 1.8651 -5.2909 2.1618 0.3091 0.3498 0.3287
O 0.0507 -4.2007 0.9773 -0.4404 0.4622 -0.3177
O 1.5119 -2.8343 2.2655 0.5842 1.5640 0.7138
```
Positions in Å, forces in eV/Å.

Computed properties:
* total energy: -111825.207 eV
* E_HOMO (alpha / beta): -7.757 / -7.757 eV
* relative energy (zero: lowest compared OMol25 entry of this formula, charge and spin): 0.755 eV
* total charge: 0
* orbital gap (alpha / beta): 5.385 / 5.382 eV

Löwdin population analysis, charges in e, atoms 1 to 2:
1. Re 1.459
2. C 0.030